No. 1
The following is a DFT calculation (ωB97M-V/def2-TZVPD) of a cluster of 8 separate species, C21H36NO24S2 in total in a non-equilibrium geometry.

```
84
Properties=species:S:1:pos:R:3
N -13.770 -24.199 30.880
O -14.838 -23.657 30.599
O -12.960 -23.608 31.767
O -13.666 -25.467 30.752
O -8.534 -24.063 31.565
S -8.279 -22.703 32.031
O -8.890 -21.495 31.342
O -8.938 -22.791 33.610
C -10.308 -22.491 33.630
C -11.069 -23.106 34.793
C -6.512 -22.413 32.301
H -10.669 -23.032 32.753
H -10.887 -21.530 33.388
H -11.082 -24.318 34.661
H -12.130 -22.802 34.759
H -10.703 -22.868 35.625
H -6.395 -21.261 32.597
H -5.897 -22.547 31.414
H -6.439 -23.187 33.110
O -11.251 -28.424 34.205
S -10.254 -27.486 33.617
O -9.398 -26.702 34.417
O -9.243 -28.524 32.729
C -9.536 -29.882 32.711
C -8.372 -30.458 31.859
C -11.017 -26.432 32.411
H -10.320 -30.051 32.085
H -9.556 -30.272 33.786
H -8.275 -29.960 30.956
H -8.557 -31.406 31.563
H -7.441 -30.372 32.305
H -11.547 -26.916 31.671
H -10.047 -26.101 31.837
H -11.528 -25.731 33.049
C -13.897 -29.083 31.260
C -14.712 -29.008 29.938
O -15.873 -29.720 30.257
C -15.767 -30.232 31.488
O -16.660 -30.845 31.978
O -14.601 -29.935 32.095
H -14.051 -28.202 31.919
H -12.783 -29.270 31.333
H -14.187 -29.492 29.093
H -14.921 -27.973 29.704
C -15.326 -26.249 34.519
C -15.903 -25.138 33.627
O -17.193 -25.357 33.739
C -17.482 -26.643 34.003
O -18.563 -27.265 33.826
O -16.440 -27.221 34.459
H -15.368 -26.141 35.570
H -14.279 -26.386 34.142
H -15.520 -25.312 32.702
H -15.624 -24.133 34.056
C -18.250 -25.295 29.593
C -18.792 -26.622 30.133
O -18.261 -27.457 29.091
C -17.685 -26.777 27.966
O -17.300 -27.230 26.974
O -17.784 -25.625 28.239
H -17.443 -24.941 30.176
H -19.062 -24.452 29.468
H -19.960 -26.641 30.100
H -18.573 -26.795 31.168
C -13.424 -20.362 30.842
C -14.478 -20.706 32.022
O -14.279 -19.604 32.830
C -13.596 -18.631 32.285
O -13.362 -17.542 32.852
O -12.976 -18.994 31.198
H -13.992 -20.530 29.804
H -12.574 -21.026 31.045
H -14.196 -21.691 32.481
H -15.458 -20.691 31.817
C -10.380 -24.454 28.888
C -11.142 -23.153 28.469
O -10.909 -23.132 27.021
C -10.333 -24.288 26.746
O -10.538 -24.799 25.567
O -9.927 -24.953 27.683
H -11.059 -25.017 29.394
H -9.525 -24.261 29.465
H -10.848 -22.368 29.098
H -12.137 -23.241 28.533
```

The calculated total energy comes out at -94650.7689 eV. As for the multiplicity: 1. For the orbital gap, the calculation gives 8.833 eV. The net charge is -1. The calculation puts the energy relative to the best compared isomer or geometry (same formula, charge and spin) at 23.9 kcal per mole.

Listed below, in e, are the Löwdin charges computed for each atom:
1. N -0.53
2. O -0.03
3. O -0.13
4. O -0.08
5. O -0.31
6. S 0.73
7. O -0.34
8. O -0.24
9. C -0.34
10. C -0.04
11. C -0.12
12. H 0.07
13. H 0.15
14. H 0.12
15. H 0.09
16. H -0.02
17. H 0.13
18. H 0.06
19. H 0.08
20. O -0.33
21. S 0.66
22. O -0.27
23. O -0.27
24. C -0.27
25. C -0.04
26. C -0.11
27. H 0.07
28. H 0.15
29. H 0.06
30. H 0.04
31. H 0.06
32. H 0.02
33. H 0.11
34. H 0.04
35. C -0.13
36. C -0.10
37. O 0.08
38. C -0.58
39. O 0.16
40. O 0.06
41. H 0.12
42. H 0.14
43. H 0.14
44. H 0.12
45. C -0.03
46. C -0.19
47. O 0.08
48. C -0.56
49. O 0.08
50. O 0.10
51. H 0.12
52. H 0.14
53. H 0.08
54. H 0.17
55. C -0.04
56. C -0.11
57. O 0.00
58. C -0.70
59. O 0.20
60. O 0.13
61. H 0.09
62. H 0.17
63. H 0.15
64. H 0.10
65. C -0.03
66. C -0.12
67. O 0.06
68. C -0.61
69. O 0.07
70. O 0.07
71. H 0.17
72. H 0.10
73. H 0.11
74. H 0.08
75. C -0.06
76. C -0.02
77. O 0.10
78. C -0.62
79. O 0.03
80. O 0.15
81. H 0.09
82. H 0.09
83. H 0.11
84. H 0.08

=====

No. 2
The following is a DFT calculation (ωB97M-V/def2-TZVPD) of a structure of composition C22H25NO3RhSSe2.

```
55
Properties=species:S:1:pos:R:3
Rh -0.455 1.167 0.155
C 3.533 0.712 -1.348
C 4.283 0.751 -0.179
C 3.655 0.973 1.031
C 2.278 1.160 1.059
N 1.571 1.124 -0.086
C 2.170 0.892 -1.259
C 1.451 1.363 2.251
C 1.970 1.464 3.539
C 1.118 1.575 4.624
C -0.254 1.564 4.420
C -0.780 1.477 3.136
C 0.065 1.398 2.041
H 3.991 0.526 -2.308
H 5.354 0.597 -0.214
H 4.220 0.988 1.951
H 1.521 0.833 -2.122
H 3.040 1.448 3.699
H 1.520 1.654 5.625
H -0.925 1.621 5.267
H -1.857 1.441 3.025
C -3.770 1.361 -1.197
Se -2.905 1.304 0.539
C -3.042 3.223 0.916
C -2.243 4.061 -0.056
Se -0.359 3.556 0.059
C 0.163 4.084 -1.734
H -4.801 1.664 -1.029
H -3.723 0.348 -1.583
H -3.266 2.046 -1.873
H -2.691 3.356 1.940
H -4.098 3.487 0.885
H -2.303 5.124 0.174
H -2.565 3.909 -1.085
H 0.076 5.166 -1.795
H -0.465 3.599 -2.476
H 1.202 3.795 -1.869
C 0.803 -6.894 -1.962
C 0.329 -5.502 -1.654
C -0.145 -4.666 -2.662
C -0.593 -3.387 -2.379
C -0.562 -2.941 -1.065
C -0.090 -3.748 -0.042
C 0.352 -5.025 -0.345
S -1.188 -1.347 -0.707
O -2.630 -1.396 -0.741
O -0.654 -0.944 0.635
O -0.603 -0.382 -1.671
H 0.792 -7.090 -3.032
H 0.165 -7.634 -1.476
H 1.819 -7.050 -1.596
H -0.165 -5.022 -3.684
H -0.961 -2.742 -3.166
H -0.069 -3.379 0.974
H 0.720 -5.663 0.449
```

The calculated total energy comes out at -175383.9870 eV. As for the multiplicity: 1. For the orbital gap, the calculation gives 8.455 eV. The net charge is +1. The calculation puts the energy relative to the best compared isomer or geometry (same formula, charge and spin) at 0.0 kcal per mole.

Listed below, in e, are the Löwdin charges computed for each atom:
1. Rh 0.67
2. C -0.03
3. C -0.02
4. C 0.02
5. C -0.19
6. N -0.04
7. C -0.09
8. C -0.18
9. C -0.01
10. C -0.06
11. C -0.06
12. C -0.10
13. C -0.27
14. H 0.12
15. H 0.12
16. H 0.12
17. H 0.12
18. H 0.11
19. H 0.11
20. H 0.11
21. H 0.07
22. C -0.29
23. Se 1.08
24. C -0.49
25. C -0.47
26. Se 1.09
27. C -0.31
28. H 0.05
29. H 0.02
30. H 0.03
31. H 0.06
32. H 0.09
33. H 0.09
34. H 0.06
35. H 0.04
36. H 0.04
37. H 0.03
38. C -0.04
39. C -0.26
40. C -0.02
41. C -0.04
42. C -0.29
43. C -0.04
44. C -0.03
45. S 0.49
46. O -0.33
47. O -0.40
48. O -0.38
49. H 0.08
50. H 0.09
51. H 0.09
52. H 0.12
53. H 0.12
54. H 0.11
55. H 0.12

=====

No. 3
The following is a DFT calculation (ωB97M-V/def2-TZVPD) of a cluster of 7 separate species, C31H56F3O6P in total in a non-equilibrium geometry.

```
97
Properties=species:S:1:pos:R:3
C 3.026 -0.222 1.995
C 2.645 0.386 1.033
C 2.183 1.124 -0.134
P 1.115 2.610 0.227
C 1.222 3.005 2.022
C 2.519 3.671 2.554
C 3.482 2.722 3.165
F 2.999 1.909 4.131
C 4.752 2.564 2.827
F 5.383 3.369 1.986
F 5.493 1.572 3.291
H 3.467 -0.622 2.877
H 1.584 0.448 -0.744
H 3.056 1.402 -0.725
H 1.883 3.659 -0.334
H 0.951 2.109 2.581
H 0.419 3.726 2.186
H 2.252 4.438 3.289
H 3.027 4.188 1.742
C -2.558 -1.214 1.045
C -1.719 -1.845 2.154
C -0.346 -1.246 1.884
O -0.581 0.048 1.318
C -1.959 0.181 0.961
H -3.624 -1.199 1.248
H -2.394 -1.751 0.108
H -2.087 -1.523 3.132
H -1.713 -2.934 2.134
H 0.213 -1.848 1.160
H 0.263 -1.136 2.782
H -2.441 0.865 1.671
H -2.026 0.617 -0.036
C -2.999 -4.455 -3.553
C -1.621 -3.980 -4.010
C -1.135 -3.234 -2.773
O -1.718 -3.897 -1.651
C -2.737 -4.797 -2.096
H -3.386 -5.301 -4.118
H -3.721 -3.641 -3.627
H -0.972 -4.834 -4.219
H -1.648 -3.348 -4.898
H -1.477 -2.192 -2.783
H -0.049 -3.239 -2.665
H -2.373 -5.825 -1.987
H -3.618 -4.673 -1.471
C 9.657 3.679 3.994
C 8.138 3.562 3.915
C 7.809 2.854 5.219
O 8.804 3.267 6.161
C 9.862 3.944 5.480
H 10.071 4.463 3.362
H 10.122 2.732 3.712
H 7.691 4.559 3.901
H 7.784 3.017 3.043
H 7.865 1.767 5.098
H 6.822 3.107 5.609
H 9.795 5.014 5.705
H 10.818 3.573 5.852
C -8.077 -4.467 -1.360
C -7.547 -3.143 -0.816
C -6.057 -3.265 -1.105
O -5.942 -4.061 -2.291
C -7.203 -4.665 -2.591
H -9.140 -4.451 -1.598
H -7.900 -5.267 -0.638
H -7.973 -2.309 -1.377
H -7.758 -2.986 0.241
H -5.535 -3.775 -0.287
H -5.574 -2.302 -1.272
H -7.632 -4.164 -3.466
H -7.045 -5.716 -2.837
C 4.778 0.799 -4.840
C 3.258 0.700 -4.941
C 2.918 -0.091 -3.686
O 3.906 0.255 -2.712
C 4.976 0.967 -3.340
H 5.205 1.619 -5.415
H 5.238 -0.132 -5.180
H 2.814 1.697 -4.893
H 2.909 0.216 -5.851
H 2.970 -1.169 -3.868
H 1.929 0.145 -3.289
H 4.915 2.021 -3.049
H 5.925 0.565 -2.986
C -6.755 2.012 0.443
C -5.974 2.505 -0.771
C -4.654 1.764 -0.609
O -4.965 0.522 0.033
C -6.306 0.560 0.526
H -7.835 2.114 0.343
H -6.443 2.556 1.338
H -6.473 2.193 -1.691
H -5.847 3.586 -0.803
H -3.960 2.323 0.027
H -4.161 1.558 -1.560
H -6.931 -0.083 -0.104
H -6.322 0.166 1.544
```

Its SMILES is C#CCPCCC(F)=C(F)F.C1CCOC1.C1CCOC1.C1CCOC1.C1CCOC1.C1CCOC1.C1CCOC1. The calculated total energy comes out at -62775.7268 eV. As for the multiplicity: 1. For the orbital gap, the calculation gives 8.801 eV.

Listed below, in e, are the Löwdin charges computed for each atom:
1. C 0.10
2. C -0.20
3. C -0.41
4. P 0.91
5. C -0.41
6. C -0.17
7. C -0.25
8. F 0.07
9. C -0.33
10. F 0.13
11. F 0.14
12. H 0.04
13. H 0.06
14. H 0.06
15. H -0.07
16. H 0.07
17. H 0.06
18. H 0.12
19. H 0.10
20. C -0.16
21. C -0.16
22. C -0.21
23. O -0.19
24. C -0.21
25. H 0.10
26. H 0.11
27. H 0.11
28. H 0.11
29. H 0.12
30. H 0.11
31. H 0.12
32. H 0.11
33. C -0.17
34. C -0.17
35. C -0.21
36. O -0.15
37. C -0.20
38. H 0.11
39. H 0.10
40. H 0.11
41. H 0.11
42. H 0.11
43. H 0.11
44. H 0.12
45. H 0.09
46. C -0.17
47. C -0.18
48. C -0.21
49. O -0.14
50. C -0.21
51. H 0.11
52. H 0.11
53. H 0.12
54. H 0.10
55. H 0.12
56. H 0.12
57. H 0.12
58. H 0.11
59. C -0.17
60. C -0.18
61. C -0.20
62. O -0.16
63. C -0.20
64. H 0.11
65. H 0.11
66. H 0.11
67. H 0.11
68. H 0.12
69. H 0.12
70. H 0.12
71. H 0.12
72. C -0.17
73. C -0.17
74. C -0.20
75. O -0.16
76. C -0.20
77. H 0.11
78. H 0.11
79. H 0.11
80. H 0.11
81. H 0.12
82. H 0.11
83. H 0.12
84. H 0.12
85. C -0.17
86. C -0.17
87. C -0.20
88. O -0.17
89. C -0.20
90. H 0.11
91. H 0.11
92. H 0.11
93. H 0.11
94. H 0.11
95. H 0.12
96. H 0.11
97. H 0.12

=====

No. 4
The following is a DFT calculation (ωB97M-V/def2-TZVPD) of a structure of composition C20H42InO10S4.

```
77
Properties=species:S:1:pos:R:3
C 4.770 -1.224 0.804
C 5.269 -0.012 1.609
C 4.945 1.371 0.999
O 4.657 1.286 -0.374
C 3.686 2.237 -0.831
In 1.600 2.041 -0.039
O 0.678 3.874 0.254
S 1.391 0.890 2.183
C 0.421 0.961 -1.577
C -1.075 1.233 -1.435
O -1.760 0.047 -0.951
C -2.825 0.292 -0.154
C -2.543 1.057 1.119
O -3.916 -0.150 -0.433
H 3.822 -1.595 1.199
H 5.489 -2.049 0.876
H 4.649 -0.982 -0.250
H 4.788 -0.042 2.594
H 6.345 -0.109 1.798
H 4.110 1.827 1.541
H 5.812 2.039 1.146
H 4.062 3.265 -0.705
H 3.615 2.059 -1.911
H 1.038 4.257 1.061
H 1.610 -0.372 1.791
H 0.767 1.228 -2.580
H 0.607 -0.107 -1.424
H -1.541 1.501 -2.394
H -1.280 2.062 -0.746
H -3.076 2.010 1.078
H -2.937 0.470 1.953
H -1.476 1.225 1.263
C 6.067 7.567 0.741
C 6.895 6.797 1.779
C 5.910 6.143 2.757
S 4.395 5.859 1.822
O 3.354 6.679 2.387
O 4.211 4.451 1.617
C 4.960 6.616 0.301
H 6.674 7.888 -0.104
H 5.630 8.458 1.199
H 7.480 6.025 1.276
H 7.593 7.448 2.305
H 6.256 5.185 3.135
H 5.656 6.801 3.586
H 4.112 7.098 -0.179
H 5.342 5.814 -0.332
C -4.915 -2.999 -3.089
C -3.512 -2.459 -2.792
C -2.525 -3.602 -3.046
S -3.283 -4.654 -4.287
O -3.581 -5.944 -3.704
O -2.558 -4.586 -5.534
C -4.815 -3.735 -4.421
H -5.652 -2.198 -3.128
H -5.212 -3.696 -2.302
H -3.292 -1.619 -3.454
H -3.432 -2.097 -1.774
H -1.562 -3.263 -3.421
H -2.385 -4.210 -2.154
H -5.623 -4.436 -4.615
H -4.705 -3.045 -5.258
C -5.536 -6.299 2.053
C -6.578 -5.287 1.555
C -5.912 -3.906 1.558
S -4.155 -4.201 1.304
O -3.443 -3.789 2.485
O -3.771 -3.726 0.003
C -4.255 -5.989 1.286
H -5.858 -7.327 1.887
H -5.369 -6.167 3.124
H -6.882 -5.548 0.539
H -7.473 -5.289 2.176
H -6.263 -3.256 0.760
H -6.014 -3.400 2.516
H -3.352 -6.391 1.738
H -4.324 -6.298 0.243
```

The calculated total energy comes out at -90411.1101 eV. As for the multiplicity: 1. For the orbital gap, the calculation gives 6.301 eV. The net charge is -1.

Listed below, in e, are the Löwdin charges computed for each atom:
1. C -0.10
2. C -0.21
3. C -0.29
4. O -0.26
5. C -0.27
6. In 0.59
7. O -0.41
8. S 0.23
9. C -0.24
10. C -0.27
11. O -0.04
12. C -0.52
13. C 0.02
14. O 0.08
15. H 0.06
16. H 0.06
17. H 0.07
18. H 0.09
19. H 0.09
20. H 0.05
21. H 0.11
22. H 0.02
23. H 0.04
24. H -0.07
25. H -0.30
26. H 0.03
27. H 0.04
28. H 0.12
29. H 0.09
30. H 0.09
31. H 0.09
32. H 0.04
33. C -0.23
34. C -0.22
35. C -0.22
36. S 0.66
37. O -0.32
38. O -0.31
39. C -0.22
40. H 0.11
41. H 0.12
42. H 0.12
43. H 0.11
44. H 0.10
45. H 0.10
46. H 0.11
47. H 0.11
48. C -0.22
49. C -0.22
50. C -0.21
51. S 0.66
52. O -0.34
53. O -0.34
54. C -0.24
55. H 0.12
56. H 0.10
57. H 0.12
58. H 0.07
59. H 0.11
60. H 0.09
61. H 0.10
62. H 0.10
63. C -0.22
64. C -0.22
65. C -0.21
66. S 0.67
67. O -0.31
68. O -0.31
69. C -0.23
70. H 0.11
71. H 0.12
72. H 0.11
73. H 0.11
74. H 0.10
75. H 0.10
76. H 0.11
77. H 0.11